No. 1
Formula: C5H4N2OS
Source: OMol25
Level of theory: ωB97M-V/def2-TZVPD

Geometry as XYZ:
```
13
Properties=species:S:1:pos:R:3:nbo_charge:R:1
C -2.113 -0.532 1.921 0.055
C -0.916 -0.158 2.265 -0.157
C -0.681 -0.462 -0.730 -0.155
C 1.453 0.344 -0.370 -0.017
C 1.523 0.347 -1.689 -0.443
N 0.174 0.057 1.483 -0.290
N 0.200 -0.085 0.157 -0.244
O -0.700 0.421 -3.243 -0.939
S 0.047 -0.487 -2.373 1.228
H -2.853 -0.821 1.223 0.233
H -0.669 0.055 3.302 0.245
H 2.189 0.663 0.347 0.240
H 2.348 0.657 -2.295 0.245
```

No. 2
Formula: C10H17O11P
Source: OMol25
Level of theory: ωB97M-V/def2-TZVPD

Geometry as XYZ:
```
39
Properties=species:S:1:pos:R:3:nbo_charge:R:1
O 3.376 2.421 0.293 -0.562
C 3.038 2.365 -0.854 0.805
O 3.970 2.363 -1.865 -0.727
C 1.584 2.230 -1.280 -0.534
C 1.024 0.886 -0.743 -0.395
C -0.316 1.012 -0.024 -0.425
C -1.522 1.178 -0.991 -0.128
P -2.302 2.853 -1.019 2.305
O -2.988 3.166 -2.285 -1.082
O -1.133 3.909 -0.653 -0.977
O -3.333 2.974 0.231 -0.976
C -2.680 0.232 -0.569 -0.090
O -2.551 -0.880 -1.458 -0.490
C -1.598 -0.557 -2.393 0.968
O -1.165 -1.367 -3.133 -0.545
O -1.289 0.760 -2.320 -0.481
H 4.479 3.178 -1.849 0.499
H 1.570 2.203 -2.368 0.236
H 1.063 3.097 -0.884 0.253
H 0.947 0.165 -1.555 0.223
H 1.739 0.475 -0.030 0.232
H -0.332 1.853 0.670 0.233
H -0.494 0.098 0.544 0.227
H -1.509 4.764 -0.900 0.515
H -4.202 2.899 -0.185 0.515
H -3.685 0.620 -0.761 0.188
H -2.664 -0.029 0.487 0.214
C -0.250 -4.090 0.227 -0.255
O 0.912 -4.291 1.031 -0.489
C 0.919 -3.578 2.155 0.979
O 0.066 -2.805 2.506 -0.653
O 2.040 -3.857 2.818 -0.490
C 2.185 -3.149 4.050 -0.256
H -0.139 -4.709 -0.659 0.201
H -1.145 -4.396 0.764 0.192
H -0.332 -3.050 -0.086 0.188
H 1.375 -3.397 4.733 0.192
H 2.213 -2.075 3.876 0.193
H 3.129 -3.469 4.480 0.197
```

Values from the calculation:
structure (SMILES) = O=C(O)CCC[C@]1(P(=O)(O)O)COC(=O)O1.COC(=O)OC

No. 3
Formula: C10H12N3O2
Source: OMol25
Level of theory: ωB97M-V/def2-TZVPD

Geometry as XYZ:
```
27
Properties=species:S:1:pos:R:3:nbo_charge:R:1
C 4.165 -0.964 -0.353 -0.251
C 2.771 -1.080 -0.345 -0.107
C 4.745 0.288 -0.115 0.072
C 2.616 1.204 -0.014 0.077
C 1.869 -0.016 -0.140 -0.189
C 0.485 -0.411 0.050 0.219
C -2.249 -0.988 0.579 0.215
C -0.508 0.586 0.931 -0.530
C -1.981 0.482 0.590 0.345
C -3.840 1.167 -0.941 -0.458
N 3.919 1.362 -0.008 -0.412
N 0.077 -1.543 -0.302 0.029
N -2.653 1.374 -0.127 -0.417
O -3.350 -1.375 -0.143 -0.688
O -0.978 -2.183 -0.127 -0.263
H 4.748 -1.838 -0.234 0.234
H 2.443 -2.130 -0.209 0.232
H 5.780 0.608 0.126 0.233
H 2.098 2.188 0.110 0.187
H -2.089 -1.405 1.640 0.225
H -0.197 0.085 1.947 0.292
H -0.132 1.564 0.982 0.258
H -4.715 1.713 -0.696 0.242
H -3.610 1.228 -1.984 0.238
H -4.111 0.129 -0.811 0.272
H -2.202 2.239 0.021 0.419
H -3.102 -2.283 -0.427 0.525
```

Values from the calculation:
total charge = +1

No. 4
Formula: C50H65N13O4P
Source: OMol25
Level of theory: ωB97M-V/def2-TZVPD

Geometry as XYZ:
```
133
Properties=species:S:1:pos:R:3:mulliken_charge:R:1
N -6.646 -2.384 -3.091 -0.403
C -5.963 -2.241 -1.974 0.341
O -5.122 -2.633 -0.803 -0.179
C -3.814 -1.946 -0.859 0.457
C -3.540 -0.771 0.249 -0.549
P -3.996 -1.216 2.047 0.746
O -4.551 0.105 2.786 -0.635
O -2.583 -1.771 2.924 -0.465
O -5.242 -2.418 2.226 -0.475
C -3.454 -1.364 -2.385 -0.362
N -2.980 -2.293 -3.301 0.018
C -2.893 -3.612 -2.550 -0.338
C -2.775 -3.243 -0.927 -0.223
H -4.115 0.219 -0.040 0.450
H -2.372 -0.525 0.224 0.381
H -2.637 -2.787 2.831 0.347
H -4.892 -3.244 1.746 0.375
H -3.598 -0.216 -2.669 0.341
H -2.724 -2.143 -4.321 0.318
H -3.849 -4.280 -2.652 0.306
H -1.982 -4.199 -3.013 0.135
H -1.699 -3.045 -0.490 0.014
H -3.237 -4.051 -0.184 0.354
N 0.713 -4.420 -4.111 0.100
C 1.014 -5.714 -3.775 -0.344
C 2.350 -5.922 -4.038 -0.740
C 2.874 -4.709 -4.545 -0.086
C 1.842 -3.798 -4.577 -0.656
H -0.200 -3.991 -4.028 0.103
H 0.254 -6.375 -3.380 0.333
H 2.889 -6.848 -3.881 0.412
H 3.894 -4.520 -4.854 0.434
H 1.814 -2.763 -4.891 0.416
N 1.580 -0.161 -0.742 0.210
C 1.498 -0.844 -1.928 -0.869
C 1.270 -2.171 -1.641 0.292
C 1.205 -2.292 -0.232 -1.190
C 1.398 -1.035 0.297 -0.493
H 1.748 0.832 -0.649 0.106
H 1.611 -0.328 -2.873 0.425
H 1.159 -2.965 -2.367 0.487
H 1.036 -3.198 0.335 0.547
H 1.421 -0.689 1.322 0.534
N 2.811 3.052 0.864 0.087
C 2.130 2.441 1.884 -0.869
C 3.016 2.220 2.915 -0.656
C 4.274 2.721 2.504 -0.469
C 4.118 3.232 1.235 -0.244
H 2.411 3.328 -0.024 0.187
H 1.077 2.214 1.789 0.569
H 2.781 1.750 3.861 0.656
H 5.195 2.712 3.073 0.472
H 4.824 3.705 0.566 0.248
N 3.055 4.832 -2.467 0.032
C 2.832 6.144 -2.140 -0.639
C 2.141 6.730 -3.176 -0.123
C 1.934 5.735 -4.161 -0.481
C 2.506 4.572 -3.696 -0.576
H 3.546 4.160 -1.892 0.211
H 3.185 6.548 -1.200 0.360
H 1.819 7.762 -3.218 0.407
H 1.422 5.853 -5.107 0.386
H 2.570 3.585 -4.133 0.410
N 6.379 -3.280 -6.620 0.009
C 6.222 -2.732 -7.866 -0.522
C 6.301 -3.749 -8.791 -0.385
C 6.508 -4.953 -8.077 -0.368
C 6.549 -4.635 -6.738 -0.526
H 6.370 -2.765 -5.749 0.213
H 6.069 -1.668 -7.988 0.375
H 6.218 -3.636 -9.864 0.384
H 6.614 -5.946 -8.495 0.409
H 6.685 -5.254 -5.862 0.409
N 3.515 -0.296 5.801 0.056
C 4.529 0.418 6.383 -0.556
C 4.161 0.704 7.678 -0.441
C 2.881 0.138 7.887 -0.399
C 2.507 -0.477 6.713 -0.497
H 3.510 -0.638 4.849 0.212
H 5.424 0.662 5.826 0.402
H 4.750 1.260 8.396 0.412
H 2.295 0.173 8.797 0.444
H 1.612 -1.024 6.448 0.393
N -7.962 -0.845 0.851 0.155
C -8.311 0.275 1.559 -0.305
C -9.682 0.397 1.513 -0.797
C -10.177 -0.691 0.756 -0.388
C -9.093 -1.444 0.362 -0.493
H -7.017 -1.179 0.712 0.173
H -7.556 0.889 2.032 0.421
H -10.263 1.184 1.976 0.392
H -11.213 -0.903 0.523 0.454
H -9.031 -2.351 -0.224 0.404
N 1.364 10.617 -3.922 -0.007
C 1.014 11.738 -3.214 -0.500
C -0.357 11.860 -3.260 -0.395
C -0.852 10.771 -4.017 -0.456
C 0.232 10.019 -4.411 -0.413
H 2.309 10.284 -4.061 0.232
H 1.769 12.351 -2.741 0.370
H -0.938 12.647 -2.797 0.382
H -1.887 10.559 -4.250 0.401
H 0.294 9.112 -4.997 0.399
N 7.093 5.347 0.609 0.110
C 7.354 4.661 1.766 -0.120
C 8.708 4.735 2.009 -0.478
C 9.282 5.497 0.964 -0.486
C 8.262 5.865 0.115 -0.390
H 6.181 5.455 0.185 0.159
H 6.557 4.179 2.316 0.074
H 9.225 4.289 2.848 0.387
H 10.328 5.752 0.844 0.387
H 8.268 6.448 -0.796 0.373
N 2.438 -2.967 9.338 0.114
C 2.942 -4.165 9.772 -0.592
C 1.919 -4.865 10.371 -0.357
C 0.756 -4.063 10.291 -0.650
C 1.104 -2.898 9.645 -0.149
H 2.967 -2.246 8.864 0.172
H 3.983 -4.416 9.619 0.360
H 2.002 -5.848 10.817 0.383
H -0.230 -4.310 10.663 0.382
H 0.519 -2.028 9.381 0.329
N -11.388 -4.210 0.362 0.095
C -11.470 -4.892 -0.824 -0.351
C -11.699 -6.220 -0.536 -0.519
C -11.763 -6.341 0.872 -0.496
C -11.571 -5.084 1.402 -0.441
H -11.220 -3.217 0.455 0.199
H -11.358 -4.377 -1.768 0.360
H -11.809 -7.014 -1.263 0.391
H -11.932 -7.247 1.440 0.390
H -11.547 -4.738 2.426 0.366
```

Values from the calculation:
total charge = +1

No. 5
Formula: C5H8CsLiO4
Source: OMol25
Level of theory: ωB97M-V/def2-TZVPD

Geometry as XYZ:
```
19
Properties=species:S:1:pos:R:3:nbo_charge:R:1
C 3.383 2.443 1.371 -0.725
C 1.920 2.445 1.090 0.449
O 1.078 2.395 1.983 -0.560
Cs -3.005 1.594 1.891 0.959
H 3.884 1.886 0.552 0.236
H 3.767 3.477 1.328 0.244
H 3.610 1.972 2.343 0.240
H -0.425 -0.293 -0.605 0.076
H 1.607 2.804 0.078 0.115
O 0.043 -2.343 -0.519 -1.030
C -2.908 -1.697 0.272 0.232
C -0.405 -1.264 -1.230 -0.047
O -3.096 -2.578 1.116 -0.784
O -2.586 -2.287 -0.961 -0.652
C -1.801 -1.493 -1.845 -0.104
Li -1.289 -3.457 0.052 0.906
H 0.267 -0.985 -2.071 0.115
H -1.728 -2.077 -2.774 0.174
H -2.316 -0.542 -2.072 0.154
```

No. 6
Formula: C6H12O
Source: OMol25
Level of theory: ωB97M-V/def2-TZVPD

Geometry as XYZ:
```
19
Properties=species:S:1:pos:R:3:nbo_charge:R:1
C -1.230 -0.797 -0.610 -0.633
C -0.726 0.460 0.170 -0.314
C -1.837 1.213 0.953 -0.597
C 0.277 -0.312 0.945 0.204
O 1.150 -1.884 0.189 -0.631
C 1.635 -0.644 0.498 0.020
C 2.181 0.172 -0.655 -0.634
H -1.375 -0.547 -1.651 0.215
H -0.442 -1.550 -0.553 0.291
H -2.110 -1.191 -0.099 0.207
H -0.255 1.183 -0.512 0.217
H -2.339 0.562 1.678 0.208
H -2.608 1.570 0.254 0.222
H -1.472 2.101 1.489 0.214
H -0.129 -0.820 1.812 0.213
H 2.305 -0.642 1.356 0.156
H 1.531 0.155 -1.540 0.210
H 3.144 -0.248 -0.948 0.226
H 2.319 1.208 -0.331 0.205
```

No. 7
Formula: C6H24N12O6
Source: OMol25
Level of theory: ωB97M-V/def2-TZVPD

Geometry as XYZ:
```
48
Properties=species:S:1:pos:R:3:nbo_charge:R:1
C -1.161 26.885 -36.607 0.776
O -0.094 27.079 -36.157 -0.733
N -1.838 25.755 -36.521 -0.834
N -1.761 27.802 -37.269 -0.836
H -2.727 25.800 -36.997 0.409
H -1.338 24.885 -36.405 0.397
H -2.667 27.637 -37.683 0.415
H -1.425 28.753 -37.205 0.404
C -3.189 31.456 -40.219 0.733
O -2.557 32.369 -39.799 -0.658
N -4.204 31.686 -40.965 -0.835
N -3.003 30.204 -40.074 -0.830
H -4.118 32.512 -41.540 0.408
H -4.882 30.945 -41.072 0.378
H -3.215 29.605 -40.860 0.393
H -2.223 30.045 -39.452 0.410
C -4.405 26.728 -39.506 0.778
O -4.146 26.791 -38.308 -0.706
N -3.498 26.634 -40.477 -0.838
N -5.580 26.579 -40.047 -0.814
H -2.532 26.645 -40.182 0.421
H -3.865 26.366 -41.379 0.390
H -5.731 26.581 -41.045 0.390
H -6.383 26.567 -39.435 0.414
C -0.127 31.001 -37.445 0.757
O 0.385 30.778 -38.501 -0.642
N -0.705 32.157 -37.063 -0.856
N 0.017 30.265 -36.327 -0.878
H -0.663 32.807 -37.834 0.411
H -1.245 32.395 -36.244 0.402
H 0.007 30.639 -35.389 0.401
H 0.355 29.323 -36.470 0.409
C 3.034 26.340 -34.607 0.753
O 4.148 25.891 -34.169 -0.708
N 2.614 27.566 -34.378 -0.831
N 2.132 25.699 -35.333 -0.846
H 1.657 27.851 -34.530 0.394
H 3.188 28.122 -33.760 0.403
H 2.182 24.719 -35.570 0.395
H 1.228 26.150 -35.354 0.408
C -0.794 26.874 -31.744 0.730
O -1.555 27.742 -32.096 -0.685
N -0.660 26.404 -30.547 -0.833
N -0.123 26.246 -32.606 -0.809
H -0.380 25.433 -30.534 0.387
H -1.045 26.884 -29.747 0.412
H 0.674 25.800 -32.175 0.378
H -0.131 26.458 -33.594 0.415
```

Values from the calculation:
structure (SMILES) = NC(N)=O.NC(N)=O.NC(N)=O.NC(N)=O.NC(N)=O.NC(N)=O

No. 8
Formula: C30H28Cl2GeIN6OSeSn
Source: OMol25
Level of theory: ωB97M-V/def2-TZVPD

Geometry as XYZ:
```
71
Properties=species:S:1:pos:R:3:mulliken_charge:R:1
Sn -0.167 0.941 -0.841 0.738
N -2.522 1.092 2.760 -0.202
C -2.301 1.688 1.599 0.194
O -1.205 1.588 1.027 -0.120
C -3.395 2.533 1.020 -0.833
I -3.174 4.520 1.773 0.082
H -1.800 0.514 3.180 0.160
H -3.398 1.204 3.242 0.190
H -4.387 2.196 1.302 0.579
H -3.287 2.582 -0.059 0.101
Cl 4.511 3.538 -1.696 -0.144
C 3.953 1.877 -1.515 0.100
Cl 2.641 1.480 -2.634 -0.072
H 3.577 1.741 -0.506 -0.050
H 4.776 1.200 -1.720 0.251
Se 1.926 4.152 1.010 0.267
N 1.246 5.781 0.888 -0.805
C 0.216 5.701 0.074 0.595
C -0.610 6.802 -0.311 -0.556
C -1.634 6.537 -1.151 -0.463
C -1.861 5.193 -1.606 -0.362
N -1.148 4.154 -1.297 -0.116
C -0.085 4.394 -0.463 0.489
N 0.738 3.431 -0.093 -0.181
H -0.395 7.791 0.067 0.481
H -2.305 7.314 -1.489 0.403
H -2.706 5.020 -2.267 0.394
N -3.359 0.687 -2.060 0.011
C -4.689 0.474 -2.041 -0.293
C -4.939 -0.370 -0.984 -0.841
C -3.675 -0.616 -0.420 -0.484
N -2.724 0.029 -1.082 -0.005
H -2.819 1.253 -2.697 0.126
H -5.342 0.924 -2.769 0.455
H -5.892 -0.759 -0.675 0.436
H -3.412 -1.232 0.426 0.519
C 0.755 -0.581 0.405 -0.075
Ge 1.145 -2.088 -0.530 -0.446
C 2.374 -2.074 -2.019 0.524
C 2.056 -2.527 -3.297 -0.272
C 3.022 -2.545 -4.294 -0.634
C 4.317 -2.133 -4.016 -0.521
C 4.648 -1.701 -2.739 -0.586
C 3.679 -1.660 -1.748 -0.486
C 0.260 -0.774 1.787 0.586
C -0.689 -1.730 2.161 0.297
C -1.064 -1.899 3.489 -1.250
C -0.511 -1.106 4.483 -0.684
C 0.423 -0.135 4.129 -0.654
C 0.792 0.032 2.805 -0.287
C 1.052 -3.858 0.271 0.541
C -0.108 -4.630 0.231 -0.185
C -0.132 -5.901 0.785 -0.709
C 1.005 -6.411 1.396 -0.469
C 2.165 -5.650 1.445 -0.669
C 2.191 -4.385 0.877 -0.284
H 1.054 -2.870 -3.527 0.389
H 2.766 -2.890 -5.287 0.413
H 5.071 -2.159 -4.791 0.403
H 5.664 -1.396 -2.517 0.461
H 3.945 -1.311 -0.756 0.498
H -1.141 -2.358 1.403 0.436
H -1.793 -2.659 3.743 0.421
H -0.796 -1.243 5.518 0.401
H 0.868 0.491 4.891 0.414
H 1.520 0.790 2.541 0.410
H -1.007 -4.242 -0.236 0.394
H -1.037 -6.493 0.741 0.412
H 0.990 -7.403 1.827 0.393
H 3.051 -6.045 1.925 0.402
H 3.111 -3.812 0.913 0.370
```

Values from the calculation:
total charge = +1

No. 9
Formula: C24H42As4F24HfN6
Source: OMol25
Level of theory: ωB97M-V/def2-TZVPD

Geometry as XYZ:
```
101
Properties=species:S:1:pos:R:3:mulliken_charge:R:1
Hf 0.192 0.135 0.226 5.417
As -2.012 3.361 -0.870 2.220
F -0.548 3.931 -1.566 -0.406
F -2.984 4.667 -1.472 -0.505
F -3.409 2.628 -0.105 -0.504
F -1.060 1.948 -0.144 -0.759
F -1.598 4.259 0.548 -0.446
F -2.272 2.360 -2.291 -0.466
As 1.509 0.550 4.084 2.169
F 2.197 0.696 5.647 -0.485
F 1.465 -1.177 4.205 -0.434
F 0.785 0.324 2.402 -0.918
F 1.538 2.236 3.786 -0.449
F 3.050 0.423 3.254 -0.491
F -0.102 0.643 4.772 -0.489
As 4.096 0.260 -1.020 2.078
F 4.284 1.899 -0.447 -0.487
F 2.438 0.236 -0.272 -0.898
F 3.846 -1.432 -1.457 -0.452
F 5.611 0.330 -1.873 -0.490
F 4.812 -0.327 0.452 -0.459
F 3.266 0.786 -2.454 -0.479
As -1.739 -3.215 1.237 2.111
F -1.728 -2.772 2.925 -0.449
F -3.185 -2.268 1.061 -0.477
F -1.816 -3.606 -0.471 -0.501
F -0.215 -4.035 1.330 -0.380
F -2.546 -4.720 1.615 -0.511
F -0.831 -1.679 0.888 -0.371
C -5.472 0.464 -1.882 -1.177
C -5.312 -1.011 -1.430 -0.241
C -3.983 -1.571 -1.957 -0.823
C -2.849 -0.854 -1.397 0.110
N -1.932 -0.315 -0.988 -0.040
H -4.749 1.119 -1.397 0.218
H -6.442 0.815 -1.515 0.421
H -5.559 0.535 -2.967 0.354
H -6.183 -1.518 -1.839 0.440
H -5.389 -0.884 -0.351 0.021
H -3.934 -1.559 -3.045 0.506
H -3.825 -2.602 -1.625 0.200
C 2.313 3.531 -3.901 -0.935
C 0.866 3.535 -4.427 -0.285
C 0.271 2.140 -4.341 -1.158
C 0.336 1.471 -3.059 0.204
N 0.382 0.955 -2.046 -0.110
H 2.947 2.704 -4.223 0.299
H 2.334 3.542 -2.811 0.053
H 2.828 4.420 -4.272 0.416
H 0.952 3.828 -5.471 0.363
H 0.276 4.224 -3.827 0.164
H 0.745 1.493 -5.088 0.456
H -0.770 2.062 -4.678 0.356
C -5.280 0.513 2.619 -0.821
C -4.566 0.993 3.902 -0.691
C -3.225 0.290 4.142 -0.594
C -2.360 0.425 2.966 0.192
N -1.709 0.475 2.034 -0.791
H -5.646 -0.502 2.452 0.305
H -4.810 0.922 1.726 0.103
H -6.273 0.973 2.729 0.431
H -5.216 0.772 4.749 0.378
H -4.356 2.061 3.966 0.330
H -3.415 -0.786 4.177 0.270
H -2.704 0.684 5.011 0.303
C 3.034 -5.358 1.974 -0.703
C 3.651 -4.167 2.724 -0.786
C 3.939 -2.977 1.807 -0.518
C 2.702 -2.301 1.415 -0.169
N 1.736 -1.772 1.109 -0.071
H 3.803 -5.730 1.290 0.329
H 2.251 -4.988 1.305 -0.115
H 2.608 -6.164 2.563 0.419
H 4.560 -4.559 3.191 0.463
H 3.052 -3.937 3.608 0.336
H 4.498 -3.314 0.936 0.331
H 4.572 -2.333 2.416 0.322
C 1.982 5.897 -0.849 -0.957
C 1.763 5.767 0.648 -0.406
C 2.560 4.547 1.183 -0.873
C 1.862 3.298 0.981 0.204
N 1.330 2.303 0.817 -0.737
H 1.487 5.153 -1.463 -0.052
H 3.057 5.979 -1.037 0.396
H 1.678 6.898 -1.173 0.414
H 0.702 5.648 0.865 0.284
H 2.197 6.637 1.138 0.381
H 2.669 4.681 2.264 0.332
H 3.575 4.463 0.795 0.394
C 2.355 -5.108 -1.746 -1.130
C 0.824 -5.190 -1.858 -0.225
C 0.274 -4.003 -2.652 -0.868
C 0.408 -2.723 -1.915 0.091
N 0.518 -1.713 -1.388 -0.211
H 2.721 -4.148 -1.374 0.188
H 2.845 -5.291 -2.704 0.384
H 2.746 -5.870 -1.072 0.314
H 0.374 -5.361 -0.883 0.192
H 0.618 -6.098 -2.428 0.389
H -0.823 -4.042 -2.709 0.210
H 0.535 -3.911 -3.704 0.531
```

| no. | electronic energy (hartree) |
| --- | --- |
| 1 | -775.53359 |
| 2 | -1560.36089 |
| 3 | -702.54920 |
| 4 | -3297.81992 |
| 5 | -523.89667 |
| 6 | -310.92957 |
| 7 | -1351.66749 |
| 8 | -7474.23598 |
| 9 | -12656.78720 |